Entry 1:
Here is 9 unconnected molecules or ions with the total composition C16H36BF4N4O4 in a non-equilibrium geometry from the Open Molecules 2025 dataset. Energies are from the ωB97M-V functional and the def2-TZVPD basis.

Element x y z (Å)
B (0.2931, 0.0433, -0.6190)
F (-0.3528, -0.4742, -1.7070)
F (1.5143, 0.7225, -0.9967)
F (-0.4892, 1.1122, -0.0132)
F (0.4666, -0.7331, 0.4685)
C (-3.6088, 0.4984, -2.0578)
C (-4.8005, 0.4882, -1.1047)
N (-5.7526, 0.4675, -0.5319)
H (-3.9081, 0.0294, -3.0610)
H (-3.2682, 1.4505, -2.3255)
H (-2.7427, -0.0446, -1.7406)
C (-2.8179, -1.8154, 0.6394)
C (-3.9750, -2.8361, 0.2963)
N (-4.8224, -3.4797, 0.0043)
H (-1.9246, -2.2457, 1.2350)
H (-2.2698, -1.3818, -0.1337)
H (-3.2800, -0.8683, 1.2046)
C (-0.0396, 2.1706, -3.8083)
C (-0.9761, 2.6067, -5.0041)
N (-1.7026, 2.9904, -5.8844)
H (0.4207, 1.4287, -4.2585)
H (0.7758, 3.1036, -3.5322)
H (-0.7599, 1.9159, -2.9868)
C (-1.5634, 0.6518, 3.2208)
C (-2.5339, -0.2441, 3.8604)
N (-3.2651, -1.0049, 4.3612)
H (-1.2426, 1.5486, 3.7665)
H (-0.8324, 0.0596, 2.6665)
H (-1.9161, 1.2397, 2.1715)
C (2.6511, 3.9337, 2.5964)
C (1.8652, 3.1602, 1.5097)
O (0.6100, 2.6215, 2.0829)
H (2.1591, 4.5878, 3.0756)
H (3.4761, 4.4766, 2.1944)
H (2.6975, 3.3380, 3.5560)
H (2.3916, 2.1754, 1.1388)
H (1.4780, 4.0299, 0.5786)
H (0.2923, 2.1278, 1.2897)
C (4.5510, -0.9138, -1.6349)
C (4.5764, 0.5823, -1.8384)
O (4.1852, 1.2096, -0.6875)
H (3.4657, -1.1900, -1.0406)
H (5.3502, -1.2642, -1.0224)
H (4.7140, -1.5602, -2.5137)
H (3.8105, 0.9000, -2.6197)
H (5.4675, 1.0643, -2.2915)
H (3.2099, 0.9384, -0.4668)
C (-2.1255, -4.7816, -2.0859)
C (-1.8956, -3.6220, -3.1338)
O (-1.9096, -4.1967, -4.4739)
H (-2.0570, -4.4598, -1.0449)
H (-1.4827, -5.5006, -2.2124)
H (-3.0977, -5.3638, -2.0913)
H (-1.1736, -3.0134, -2.9692)
H (-2.9478, -3.0011, -3.0690)
H (-2.0571, -3.4259, -5.1118)
C (1.6633, -0.9173, 4.0224)
C (2.3811, 0.3753, 4.5398)
O (1.3959, 1.4059, 4.6949)
H (0.8448, -1.2775, 4.5337)
H (2.2274, -1.7043, 4.1707)
H (1.4310, -0.7076, 2.9344)
H (3.2285, 0.6308, 3.9142)
H (2.8118, 0.1865, 5.6010)
H (1.1851, 1.7561, 3.7450)

Values from the calculation:
orbital gap = 9.92 eV
energy relative to the best compared isomer or geometry (same formula, charge and spin) = 1.325 eV
net charge = -1
max |F| = 10.46 eV/Å
E_tot = -1575.55424 Ha
multiplicity = 1
HOMO energy = -7.64 eV


Entry 2:
Here is 2 unconnected molecules or ions with the total composition C2HIN2O2 in a non-equilibrium geometry from the Open Molecules 2025 dataset. Energies are from the ωB97M-V functional and the def2-TZVPD basis.

Element x y z (Å)
C (0.1744, -1.4981, 1.1175)
C (-0.3071, 0.9902, 0.0644)
N (0.2437, -2.6292, 1.3601)
N (-0.0657, 0.0812, -0.9701)
O (-1.0358, -0.5855, -1.2944)
O (1.0573, -0.0176, -1.4188)
I (1.1224, 2.3873, 0.5071)
H (-1.1890, 1.2717, 0.6342)

Values from the calculation:
orbital gap (alpha / beta) = 6.06 / 6.06 eV
energy relative to the best compared isomer or geometry (same formula, charge and spin) = 6.624 eV
max |F| = 4.23 eV/Å
E_tot = -634.17959 Ha
multiplicity = 1
HOMO energy (alpha / beta) = -10.35 / -10.36 eV


Entry 3:
Here is a molecular structure, C39H51AsHgI2N9O2S in a non-equilibrium geometry from the Open Molecules 2025 dataset. Energies are from the ωB97M-V functional and the def2-TZVPD basis.

Element x y z (Å)
Hg (-0.2149, 0.7956, 0.2587)
C (5.5645, -1.5665, 3.4688)
C (4.4701, -1.3146, 2.4737)
C (4.7219, -0.9459, 1.1554)
C (3.6927, -0.8054, 0.2506)
C (2.3383, -0.9883, 0.6006)
N (1.3306, -0.8588, -0.3335)
C (1.5744, -1.4487, -1.5342)
C (2.4113, -2.5940, -1.5703)
C (2.8789, -3.1485, -2.7323)
C (2.5034, -2.6156, -3.9627)
C (3.0663, -3.1655, -5.2366)
C (1.5437, -1.6184, -3.9603)
C (1.0431, -1.0464, -2.7921)
N (-0.0113, -0.1289, -2.9240)
C (-0.3762, 0.5267, -4.0499)
C (-1.5660, 1.1646, -3.7941)
C (-1.8460, 0.8561, -2.4627)
N (-0.9050, 0.0783, -1.9543)
C (2.0954, -1.2979, 1.9559)
C (3.1448, -1.4616, 2.8509)
N (0.7959, -1.4657, 2.4580)
C (0.3819, -2.3554, 3.3838)
C (-0.9255, -2.0553, 3.6845)
C (-1.2213, -0.9453, 2.8887)
N (-0.1792, -0.6163, 2.1480)
H (6.5018, -1.1169, 3.1553)
H (5.7345, -2.6373, 3.5746)
H (5.2936, -1.1839, 4.4508)
H (5.7379, -0.7605, 0.8334)
H (3.9169, -0.5282, -0.7698)
H (2.6858, -3.0447, -0.6274)
H (3.5348, -4.0071, -2.6997)
H (4.0287, -3.6330, -5.0424)
H (3.1979, -2.3772, -5.9746)
H (2.4017, -3.9216, -5.6561)
H (1.1581, -1.2850, -4.9114)
H (0.2058, 0.5245, -4.9477)
H (-2.1464, 1.7745, -4.4544)
H (-2.6687, 1.1736, -1.8522)
H (2.9109, -1.7068, 3.8767)
H (1.0216, -3.1273, 3.7589)
H (-1.5671, -2.5457, 4.3871)
H (-2.1147, -0.3527, 2.8345)
C (2.7250, 4.7689, -4.8113)
N (2.2528, 3.5275, -4.2547)
N (1.2608, 3.5504, -3.2864)
C (1.4268, 2.4789, -2.4217)
O (0.6467, 2.2372, -1.5104)
C (2.6163, 1.8158, -2.8695)
C (3.1099, 2.5111, -3.9240)
C (4.3727, 2.3107, -4.6788)
C (0.0508, 4.2397, -3.4547)
C (-0.6183, 4.6968, -2.3234)
C (-1.8376, 5.3331, -2.4660)
C (-2.3917, 5.5096, -3.7236)
C (-1.7229, 5.0510, -4.8454)
C (-0.5028, 4.4144, -4.7198)
H (1.8957, 5.4689, -4.8830)
H (3.1198, 4.5740, -5.8080)
H (3.5098, 5.2169, -4.1913)
H (3.0287, 0.9421, -2.4128)
H (4.8093, 1.3536, -4.4089)
H (5.0874, 3.0995, -4.4366)
H (4.1989, 2.3285, -5.7540)
H (-0.1954, 4.5309, -1.3451)
H (-2.3571, 5.6785, -1.5849)
H (-3.3492, 5.9944, -3.8300)
H (-2.1623, 5.1770, -5.8230)
H (0.0035, 4.0303, -5.5939)
C (3.3955, 2.2135, 3.1704)
N (4.5885, 2.6535, 2.4885)
C (5.7883, 2.5744, 3.2880)
C (4.6022, 2.7505, 1.1471)
S (3.3230, 2.2377, 0.2189)
N (5.7486, 3.2693, 0.5662)
C (5.9153, 3.0017, -0.8458)
C (6.1145, 4.6308, 0.9213)
H (3.3827, 2.6483, 4.1698)
H (3.3681, 1.1211, 3.2443)
H (2.5119, 2.5402, 2.6256)
H (5.7665, 1.6398, 3.8543)
H (5.8442, 3.4011, 4.0008)
H (6.6677, 2.5826, 2.6509)
H (5.7209, 1.9463, -1.0277)
H (6.9435, 3.2429, -1.1181)
H (5.2260, 3.5836, -1.4692)
H (5.9070, 4.8175, 1.9708)
H (5.5465, 5.3566, 0.3245)
H (7.1785, 4.7850, 0.7282)
I (-0.5122, 3.0222, 1.5363)
I (-1.7190, 0.9989, 5.8319)
C (-3.9656, -2.1900, 1.1464)
As (-4.0692, -0.2482, 0.8906)
C (-5.4076, 0.0845, -0.4974)
C (-4.8140, 0.5052, 2.5321)
O (-2.6760, 0.4239, 0.4366)
H (-4.9674, -2.6154, 1.1487)
H (-3.4750, -2.4100, 2.0960)
H (-3.3784, -2.6261, 0.3339)
H (-6.3968, -0.2476, -0.1926)
H (-5.1183, -0.4200, -1.4211)
H (-5.4286, 1.1608, -0.6828)
H (-5.7034, -0.0462, 2.8308)
H (-5.0674, 1.5516, 2.3527)
H (-4.0786, 0.4738, 3.3373)

Values from the calculation:
orbital gap (alpha / beta) = 5.33 / 2.86 eV
energy relative to the best compared isomer or geometry (same formula, charge and spin) = 0.000 eV
max |F| = 2.19 eV/Å
⟨S²⟩ = 0.791
E_tot = -5542.69743 Ha
multiplicity = 2
HOMO energy (alpha / beta) = -5.35 / -5.33 eV


Entry 4:
Here is a molecular structure, C27H45AlClF3O2P in a non-equilibrium geometry from the Open Molecules 2025 dataset. Energies are from the ωB97M-V functional and the def2-TZVPD basis.

Element x y z (Å)
Al (-0.0550, 1.1515, 0.7901)
P (0.0917, 0.5840, -2.2086)
Cl (1.1439, 2.8741, 0.4931)
C (-1.8291, 1.0131, 0.2098)
H (-2.2474, 0.0631, -0.1539)
H (-2.6038, 1.7888, 0.3445)
C (1.9427, 0.8010, -2.5467)
C (-0.7245, 2.2562, -2.5011)
C (2.4191, 0.8417, -3.9998)
H (2.1369, 1.7816, -2.0768)
C (3.9065, 1.2197, -4.0502)
H (2.2837, -0.1482, -4.4601)
H (1.8420, 1.5608, -4.5978)
C (4.7840, 0.2874, -3.2096)
H (4.2462, 1.2119, -5.0922)
H (4.0166, 2.2486, -3.6815)
C (4.2382, 0.0753, -1.7933)
H (4.8674, -0.6850, -3.7120)
H (5.7982, 0.6967, -3.1470)
C (2.7328, -0.2680, -1.7778)
H (4.8001, -0.7205, -1.2863)
H (4.3803, 0.9983, -1.2100)
H (2.5812, -1.2480, -2.2622)
H (2.3853, -0.3683, -0.7351)
C (-0.5665, -0.4991, -3.6328)
C (-2.2250, 2.0636, -2.7331)
H (-0.6038, 2.7277, -1.5143)
C (-2.9456, 3.4141, -2.6793)
H (-2.3936, 1.6009, -3.7155)
H (-2.6351, 1.3980, -1.9652)
C (-2.3208, 4.4394, -3.6273)
H (-4.0016, 3.2640, -2.9358)
H (-2.9084, 3.7926, -1.6484)
C (-0.7900, 4.5295, -3.5162)
H (-2.5988, 4.1843, -4.6589)
H (-2.7520, 5.4291, -3.4332)
C (-0.0891, 3.1674, -3.5489)
H (-0.3987, 5.1557, -4.3278)
H (-0.5336, 5.0221, -2.5667)
H (-0.2004, 2.7125, -4.5428)
H (0.9891, 3.2962, -3.3723)
C (0.1540, -1.8480, -3.6968)
H (-1.6024, -0.6841, -3.2951)
C (-0.5692, -2.8177, -4.6499)
H (1.1875, -1.7063, -4.0450)
H (0.2194, -2.3037, -2.6993)
C (-0.7928, -2.2260, -6.0481)
H (0.0146, -3.7447, -4.7287)
H (-1.5426, -3.0818, -4.2084)
C (-1.3700, -0.8089, -6.0086)
H (0.1581, -2.2217, -6.5974)
H (-1.4711, -2.8769, -6.6120)
C (-0.6356, 0.1218, -5.0296)
H (-1.3374, -0.3654, -7.0118)
H (-2.4269, -0.8609, -5.7112)
H (0.3807, 0.3106, -5.4021)
H (-1.1461, 1.0911, -5.0164)
C (0.0054, -2.6771, -0.1568)
C (-1.2690, -2.2852, -0.3591)
H (0.7978, -2.4221, -0.8621)
C (-2.3906, -2.6550, 0.5556)
H (-1.5394, -1.6835, -1.2333)
C (-1.8880, -3.0267, 1.9566)
H (-3.1233, -1.8421, 0.6336)
H (-2.9289, -3.5279, 0.1498)
C (-0.7044, -3.9922, 1.8938)
H (-1.5512, -2.1196, 2.4833)
H (-2.7018, -3.4683, 2.5447)
C (0.4478, -3.4428, 1.0362)
H (-0.3344, -4.1742, 2.9087)
H (-1.0291, -4.9538, 1.4766)
H (1.0732, -2.8258, 1.6987)
H (1.0728, -4.2809, 0.7071)
F (0.1120, 0.3801, 5.2675)
C (0.0139, 0.6043, 3.9439)
F (-1.3165, 0.8259, 3.6561)
F (0.6679, 1.7796, 3.6660)
C (0.5267, -0.5373, 3.0384)
O (0.8003, -1.6270, 3.4974)
O (0.5969, -0.1857, 1.7686)

Values from the calculation:
orbital gap = 4.76 eV
energy relative to the best compared isomer or geometry (same formula, charge and spin) = 0.000 eV
net charge = -1
max |F| = 2.98 eV/Å
E_tot = -2550.01796 Ha
multiplicity = 1
HOMO energy = -2.05 eV